a) 21
Properties=species:S:1:pos:R:3:nbo_charge:R:1 method="wB97M-V/def2-TZVPD" homo_lumo_gap_ev=8.06 e_homo_ha=-0.267
C 0.080 0.173 0.266 0.13
C -0.466 -2.077 -0.769 -0.09
C 0.032 -0.221 -1.095 -0.42
C 1.238 -0.235 1.127 -0.69
C -1.210 0.410 1.008 -0.66
C 0.633 2.098 -0.465 0.07
O -1.790 -2.225 -0.350 -0.72
N 1.793 2.445 -0.080 -0.70
H -2.379 -1.933 -1.058 0.47
H 1.995 3.448 -0.197 0.34
H -0.293 -2.493 -1.765 0.15
H 0.186 -2.588 -0.065 0.17
H -0.817 0.122 -1.678 0.20
H 0.974 -0.295 -1.630 0.22
H -0.034 2.824 -0.978 0.14
H 2.049 -0.694 0.559 0.22
H 1.654 0.691 1.555 0.26
H 0.940 -0.904 1.937 0.22
H -1.474 -0.441 1.640 0.23
H -1.076 1.244 1.702 0.22
H -2.034 0.651 0.335 0.21

=====

b) 21
Properties=species:S:1:pos:R:3:nbo_charge:R:1 method="wB97M-V/def2-TZVPD" homo_lumo_gap_ev=8.93 smiles="C=C/C(N)=C/CC.O" e_homo_ha=-0.290
C -0.321 2.807 1.861 -0.59
C -0.785 1.368 1.667 -0.44
N -0.990 -1.462 1.031 -0.81
C 0.258 -0.843 1.145 0.14
C 0.367 0.484 1.268 -0.29
C 1.916 -2.273 -0.135 -0.38
C 1.378 -1.808 0.988 -0.20
H -1.155 3.439 2.149 0.20
H 0.414 2.879 2.658 0.20
H 0.039 3.179 0.904 0.21
H -1.534 1.358 0.878 0.20
H -1.334 0.961 2.520 0.19
H -1.780 -0.956 1.389 0.37
H -1.086 -2.425 1.294 0.38
H 1.356 0.917 1.303 0.20
H 2.784 -2.906 -0.016 0.20
H 1.724 -1.768 -1.066 0.20
H 1.708 -2.213 1.945 0.20
H -0.669 0.265 -6.438 0.46
H -1.353 1.469 -6.885 0.46
O -1.224 0.965 -6.071 -0.92

=====

c) 21
Properties=species:S:1:pos:R:3:nbo_charge:R:1 method="wB97M-V/def2-TZVPD" homo_lumo_gap_ev=9.99 smiles="C=C(C)CC.C=NO" e_homo_ha=-0.334
C -1.059 -0.808 2.343 -0.15
C -0.133 1.065 -1.830 -0.43
C 1.084 -0.933 -0.785 -0.65
C -1.618 0.714 -1.850 -0.60
N 0.163 -1.115 2.271 -0.13
C 0.631 0.480 -0.577 0.04
C 1.138 1.304 0.330 -0.41
O 0.697 -1.749 3.391 -0.57
H 1.638 -1.854 3.189 0.48
H -1.432 -0.165 1.566 0.20
H -1.701 -1.129 3.158 0.17
H -0.019 2.150 -1.849 0.20
H 0.345 0.674 -2.730 0.20
H 0.242 -1.554 -1.087 0.21
H 1.832 -1.004 -1.575 0.22
H 1.520 -1.327 0.130 0.23
H 1.097 2.376 0.221 0.19
H 1.563 0.972 1.262 0.20
H -2.096 1.123 -2.739 0.21
H -1.770 -0.364 -1.855 0.20
H -2.122 1.142 -0.985 0.20

=====

d) 21
Properties=species:S:1:pos:R:3:nbo_charge:R:1 method="wB97M-V/def2-TZVPD" homo_lumo_gap_ev="7.68 / 7.94" e_homo_ha="-0.261 / -0.271"
C -0.056 -1.008 0.094 0.46
C -1.057 0.673 -1.268 -0.45
C -0.384 -2.149 -2.038 -0.60
C 2.019 1.422 1.057 -0.72
N 0.088 -0.106 -0.808 -0.42
C 0.603 1.036 1.223 0.11
C -0.310 1.427 2.083 -0.55
O -1.217 -1.313 0.704 -0.69
H -1.061 -1.953 1.409 0.49
H 0.821 -1.559 0.412 0.18
H -0.832 1.723 -1.083 0.22
H -1.139 0.528 -2.345 0.21
H -2.003 0.416 -0.792 0.19
H -1.466 -2.169 -2.063 0.17
H 0.094 -3.036 -1.638 0.17
H 0.112 -1.707 -2.892 0.18
H 2.176 1.910 0.092 0.23
H 2.354 2.106 1.851 0.21
H 2.676 0.546 1.070 0.22
H -1.329 1.048 2.068 0.21
H -0.090 2.166 2.864 0.19

=====

Stability check: which of them is most stable? b).